Record 1
C43H31CuNO5P2 as an isolated structure, computed with ωB97M-V with the def2-TZVPD basis set.

Last column: Mulliken charge in e.
Cartesian coordinates (Å):
Cu: -0.161 -0.253 0.117  0.0765
O: -3.281 0.961 1.075  -0.1165
C: -4.146 -0.026 0.639  0.9779
C: -5.342 -0.346 1.270  -0.9689
C: -6.198 -1.267 0.680  -0.8053
C: -5.878 -1.862 -0.528  -0.9197
C: -4.655 -1.572 -1.114  -0.5405
C: -3.758 -0.680 -0.532  -0.2589
P: -2.049 -0.514 -1.171  2.3408
C: -2.203 0.772 -2.459  -0.2791
C: -3.342 1.561 -2.582  -0.4112
C: -3.390 2.594 -3.511  -0.7736
C: -2.295 2.844 -4.324  -0.5241
C: -1.149 2.067 -4.199  -0.8055
C: -1.097 1.044 -3.267  -0.1470
C: -1.853 -2.062 -2.137  -0.3770
C: -2.112 -2.173 -3.500  -0.0829
C: -1.885 -3.371 -4.165  -0.7269
C: -1.397 -4.470 -3.473  -0.5035
C: -1.136 -4.369 -2.113  -0.7243
C: -1.358 -3.171 -1.454  -0.1170
C: -3.209 1.359 2.396  -0.6428
C: -4.281 1.990 3.014  -0.2542
C: -4.189 2.341 4.353  -0.6031
C: -3.032 2.069 5.065  -0.9950
C: -1.942 1.519 4.408  -0.7814
C: -1.989 1.193 3.053  1.0841
P: -0.453 0.799 2.109  1.8314
C: 0.319 2.466 2.056  0.2802
C: 0.619 3.213 3.198  0.0206
C: 1.189 4.469 3.090  -0.8452
C: 1.471 4.996 1.832  -0.4984
C: 1.188 4.259 0.696  -0.8650
C: 0.616 2.995 0.804  -0.4251
C: 0.546 -0.112 3.339  0.1318
C: 1.922 0.080 3.410  -0.3990
C: 2.714 -0.770 4.171  -0.7895
C: 2.140 -1.816 4.875  -0.4890
C: 0.766 -2.015 4.812  -0.7156
C: -0.023 -1.175 4.042  -0.3618
H: -5.616 0.101 2.209  0.6094
H: -7.129 -1.509 1.178  0.3750
H: -6.553 -2.566 -0.995  0.4272
H: -4.365 -2.082 -2.024  0.4354
H: -4.205 1.368 -1.956  0.3873
H: -4.284 3.199 -3.597  0.4051
H: -2.329 3.650 -5.047  0.3717
H: -0.281 2.271 -4.812  0.4310
H: -0.181 0.482 -3.141  0.4075
H: -2.480 -1.316 -4.051  0.4427
H: -2.077 -3.440 -5.228  0.4045
H: -1.199 -5.397 -3.995  0.3797
H: -0.727 -5.213 -1.572  0.4210
H: -1.112 -3.083 -0.402  0.1525
H: -5.168 2.224 2.445  0.6987
H: -5.028 2.826 4.835  0.3887
H: -2.963 2.314 6.117  0.4376
H: -1.022 1.347 4.953  0.3845
H: 0.415 2.809 4.182  0.2288
H: 1.421 5.036 3.983  0.4074
H: 1.923 5.976 1.745  0.3807
H: 1.427 4.650 -0.285  0.4673
H: 0.450 2.403 -0.089  0.0741
H: 2.386 0.878 2.842  0.4506
H: 3.786 -0.622 4.194  0.4275
H: 2.761 -2.486 5.455  0.3904
H: 0.312 -2.838 5.349  0.3942
H: -1.091 -1.356 3.980  0.3853
O: 4.632 -5.347 0.451  -0.7464
C: 4.753 -4.261 -0.152  0.4391
O: 5.705 -3.806 -0.810  -0.7189
C: 3.536 -3.318 -0.028  0.1654
C: 2.475 -3.644 0.807  -1.2083
C: 1.399 -2.785 0.899  -0.2531
N: 1.320 -1.645 0.206  0.8706
C: 2.344 -1.309 -0.595  0.4136
C: 3.460 -2.120 -0.730  -0.7630
C: 2.224 0.024 -1.345  0.0968
O: 3.169 0.396 -2.023  -0.7812
O: 1.109 0.647 -1.186  -0.4251
H: 2.521 -4.570 1.364  0.5122
H: 0.563 -2.997 1.558  0.6303
H: 4.274 -1.819 -1.372  0.6060

- maximum force (eV/A) = 0.538
- 2S+1 = 1
- energy above the lowest of the compared OMol25 structures with the same formula, charge and spin (kJ/mol) = 0.0
- charge = -1
- LUMO level (eV) = 1.99

Record 2
C43H32BrN2O4PtS2Te as an isolated structure at a distorted geometry, computed with ωB97M-V with the def2-TZVPD basis set.

Last column: Mulliken charge in e.
Cartesian coordinates (Å):
Pt: -1.138 -0.192 1.382  0.1056
S: -1.930 -1.021 3.791  -0.4398
C: -0.839 0.352 4.014  0.5479
N: -0.431 0.926 2.859  0.4908
C: 0.139 2.183 3.023  -0.1661
C: 0.519 3.126 2.077  0.4596
C: 0.986 4.360 2.513  -0.9630
C: 0.964 4.664 3.872  -0.6444
C: 0.579 3.675 4.812  -0.4575
C: 0.300 2.391 4.442  0.1475
S: -0.315 1.083 5.460  -0.2461
H: 0.494 2.850 1.040  0.0227
H: 1.400 5.032 1.777  0.5149
H: 1.155 5.700 4.196  0.3210
H: 0.522 3.893 5.823  0.4920
C: 1.796 -0.436 -5.143  -1.5775
C: 1.400 -0.324 -3.694  -0.0665
C: 2.177 0.410 -2.798  0.0249
C: 1.708 0.936 -1.592  -0.0752
C: 2.481 1.924 -0.769  0.0283
O: 2.153 3.097 -0.537  -0.7618
C: 3.660 1.415 -0.024  0.7606
C: 4.300 2.197 0.938  -0.4777
C: 5.095 1.584 1.882  -0.3358
C: 5.369 0.215 1.869  -0.6603
C: 5.004 -0.480 0.711  -0.5896
C: 4.146 0.098 -0.227  -0.3339
C: 0.387 0.459 -1.132  -0.1706
O: 0.019 0.911 0.018  -0.6769
C: -0.337 -0.466 -1.928  1.1360
C: 0.175 -0.771 -3.214  -0.3064
C: -1.539 -1.194 -1.436  1.3435
N: -1.836 -1.321 -0.150  0.0282
C: -3.189 -1.877 0.214  -0.8858
C: -4.268 -0.775 0.126  -0.6312
Te: -3.561 1.024 1.093  0.2177
C: -3.605 2.298 -0.665  0.2897
C: -2.553 3.195 -0.734  0.0233
C: -2.613 4.236 -1.644  -0.6315
C: -3.669 4.347 -2.520  -0.3949
C: -4.690 3.397 -2.505  -0.6380
C: -4.688 2.450 -1.506  -0.2278
C: -2.469 -1.846 -2.420  -0.8825
C: -2.970 -1.016 -3.404  -0.1726
C: -3.598 -1.546 -4.545  -0.6133
C: -3.987 -2.884 -4.602  -0.5343
C: -3.660 -3.694 -3.539  -0.7507
C: -2.850 -3.227 -2.502  -0.4534
H: 1.727 0.535 -5.686  0.2877
H: 1.249 -1.202 -5.709  0.3698
H: 2.865 -0.631 -5.125  0.3573
H: 3.243 0.541 -3.042  0.3398
H: 4.088 3.257 1.065  0.3653
H: 5.590 2.232 2.672  0.2713
H: 5.928 -0.208 2.700  0.4576
H: 5.427 -1.454 0.491  0.3933
H: 3.721 -0.452 -1.075  0.2617
H: -0.442 -1.399 -3.841  0.3301
H: -3.114 -2.237 1.251  0.3456
H: -3.400 -2.733 -0.453  0.4334
H: -5.195 -1.036 0.660  0.5877
H: -4.538 -0.412 -0.897  0.1349
H: -1.680 3.040 -0.075  0.2298
H: -1.836 4.974 -1.672  0.4290
H: -3.639 5.169 -3.280  0.2840
H: -5.573 3.437 -3.160  0.3731
H: -5.595 1.820 -1.340  0.2989
H: -2.750 0.056 -3.381  0.4574
H: -3.866 -0.828 -5.338  0.3395
H: -4.692 -3.260 -5.371  0.3070
H: -3.959 -4.719 -3.486  0.4282
H: -2.329 -3.962 -1.856  0.4458
Br: 2.210 -5.502 0.491  -0.1680
C: 2.218 -4.552 2.150  0.2686
C: 2.677 -5.354 3.234  -0.6593
C: 3.135 -4.709 4.368  -0.2406
C: 3.111 -3.324 4.454  -0.7138
C: 2.567 -2.578 3.426  -0.3080
C: 1.988 -3.191 2.279  0.0972
C: 1.090 -2.399 1.350  0.4563
O: 0.895 -2.870 0.228  -0.5424
O: 0.655 -1.309 1.922  -0.4068
H: 2.705 -6.413 3.104  0.4031
H: 3.473 -5.323 5.242  0.2931
H: 3.384 -2.854 5.410  0.3269
H: 2.470 -1.513 3.585  0.4765

- maximum force (eV/A) = 3.631
- 2S+1 = 3
- energy above the lowest of the compared OMol25 structures with the same formula, charge and spin (kJ/mol) = 82.5
- charge = -1
- LUMO level (spin up / spin down) (eV) = 2.02 / 1.93